one) # C15H18O

2 unconnected molecules or ions with the total composition C15H18O (wB97M-V/def2-TZVPD, the Open Molecules 2025 dataset).

* SMILES string: CCc1ccc(O)cc1.Cc1ccccc1
* lowest unoccupied orbital energy: 0.82 eV
* orbital gap: 9.218 eV

Last column: natural (NBO) charge in e.
Atoms and positions in Å:
C -2.558 2.677 1.169  -0.5942
C -1.593 1.644 0.563  -0.4136
C -2.295 0.516 -0.152  -0.0490
C -2.629 -0.647 0.508  -0.1990
C -3.238 -1.708 -0.166  -0.2805
C -3.557 -1.595 -1.507  0.2937
O -4.148 -2.608 -2.195  -0.6681
C -3.244 -0.416 -2.185  -0.2647
C -2.634 0.614 -1.507  -0.1827
H -3.212 2.198 1.895  0.2051
H -3.135 3.174 0.391  0.2050
H -1.943 3.441 1.650  0.2065
H -0.951 2.149 -0.163  0.2084
H -0.966 1.224 1.349  0.2055
H -2.445 -0.768 1.570  0.2091
H -3.465 -2.614 0.385  0.2044
H -4.275 -3.383 -1.640  0.4804
H -3.465 -0.322 -3.240  0.2246
H -2.411 1.549 -2.012  0.2085
C 5.601 -0.402 1.000  -0.6319
C 4.162 -0.353 0.559  -0.0037
C 3.139 -0.426 1.500  -0.2256
C 1.802 -0.370 1.092  -0.2094
C 1.473 -0.282 -0.243  -0.1782
C 2.495 -0.226 -1.180  -0.2188
C 3.821 -0.269 -0.791  -0.2231
H 5.783 0.356 1.760  0.2181
H 6.253 -0.189 0.150  0.2120
H 5.911 -1.379 1.372  0.2202
H 3.386 -0.490 2.553  0.2073
H 1.025 -0.397 1.848  0.2050
H 0.434 -0.288 -0.551  0.2109
H 2.279 -0.155 -2.240  0.2105
H 4.599 -0.254 -1.543  0.2074

two) # C15H18O

2 unconnected molecules or ions with the total composition C15H18O (wB97M-V/def2-TZVPD, the Open Molecules 2025 dataset).

* SMILES string: CCc1ccc(O)cc1.Cc1ccccc1
* lowest unoccupied orbital energy: 0.84 eV
* orbital gap: 9.141 eV

Last column: natural (NBO) charge in e.
Atoms and positions in Å:
C -1.435 -0.104 -2.900  -0.6001
C -1.129 -0.734 -1.504  -0.4045
C -2.141 -0.527 -0.433  -0.0459
C -3.149 -1.505 -0.218  -0.2120
C -4.035 -1.357 0.812  -0.2611
C -4.109 -0.173 1.515  0.2701
O -5.114 0.176 2.289  -0.6578
C -3.104 0.775 1.318  -0.2409
C -2.122 0.643 0.363  -0.2031
H -1.342 -0.831 -3.638  0.2059
H -0.896 0.723 -3.083  0.1996
H -2.537 0.062 -2.700  0.2108
H -0.880 -1.812 -1.571  0.2121
H -0.215 0.005 -1.271  0.1999
H -3.053 -2.318 -0.869  0.2099
H -4.942 -2.119 0.872  0.2102
H -5.410 -0.457 2.821  0.4745
H -2.988 1.692 1.933  0.2191
H -1.280 1.331 0.325  0.2149
C 2.788 1.630 -1.407  -0.6115
C 3.168 0.769 -0.216  -0.0514
C 4.199 1.200 0.605  -0.1885
C 4.603 0.484 1.743  -0.2319
C 3.910 -0.664 2.099  -0.2135
C 2.738 -1.015 1.317  -0.2114
C 2.523 -0.404 0.095  -0.2087
H 1.584 1.517 -1.442  0.1964
H 3.267 1.201 -2.235  0.2213
H 2.871 2.683 -1.367  0.2249
H 4.788 2.210 0.309  0.2076
H 5.331 0.732 2.491  0.2169
H 4.162 -1.079 3.126  0.2167
H 2.262 -1.947 1.504  0.2118
H 1.690 -0.787 -0.683  0.2198

Least stable of them? two).